# 1
Density functional theory data (ωB97M-V/def2-TZVPD) for a structure of composition C40H42ClN4O5S3Sr.

Geometry as XYZ:
```
96
Properties=species:S:1:pos:R:3:forces:R:3:lowdin_charge:R:1
Sr 0.24417 0.79776 1.50143 -0.04 0.57 -0.42 1.38
Cl 6.20326 2.90464 5.23786 0.05 0.03 0.01 0.59
C 4.66902 2.21097 4.75937 -0.02 0.25 -0.08 -0.68
C 4.40935 0.87016 5.04133 -0.05 -0.21 0.01 -0.11
C 3.22028 0.30583 4.66420 0.28 0.16 0.00 -0.01
C 2.22832 1.04465 3.96409 -0.32 0.24 -0.05 -0.40
O 1.14954 0.47123 3.59771 0.02 -0.10 0.42 -0.25
C 2.50904 2.43204 3.69799 -0.03 0.28 -0.15 -0.14
C 1.63880 3.37593 3.01169 -0.08 -0.11 0.06 -0.12
N 0.45607 3.15941 2.55466 -0.36 -0.15 -0.06 0.00
C -0.31815 4.18199 1.97167 0.17 -0.20 0.05 -0.19
C -0.15612 5.51234 2.26975 -0.09 0.15 -0.07 -0.02
C -0.97611 6.50754 1.69986 0.06 -0.05 0.05 -0.08
C -1.99304 6.17080 0.85982 -0.06 -0.08 -0.08 -0.05
C -2.23295 4.80752 0.55578 -0.01 0.27 0.00 -0.16
C -3.32331 4.40659 -0.25333 0.01 -0.02 -0.01 -0.02
C -3.55179 3.08806 -0.48507 0.11 -0.12 -0.05 -0.05
C -2.65776 2.14862 0.07531 -0.20 0.21 -0.04 -0.16
N -1.64076 2.49332 0.81148 0.35 0.04 0.46 0.02
C -1.39933 3.80637 1.08600 0.05 0.07 0.18 -0.15
C 3.74183 2.97380 4.10034 0.17 -0.15 0.09 -0.08
H 5.16180 0.27488 5.54193 0.03 0.00 0.02 0.10
H 3.02136 -0.74115 4.84228 -0.04 -0.04 0.02 0.11
H 2.07717 4.37439 2.89489 0.09 -0.08 0.01 0.12
H 0.60595 5.81178 2.97568 0.01 -0.01 0.03 0.10
H -0.79805 7.54482 1.95195 0.00 0.02 0.01 0.10
H -2.63899 6.92538 0.42831 -0.01 0.02 0.00 0.10
H -3.96449 5.16900 -0.67868 -0.02 0.03 -0.01 0.11
H -4.35743 2.74337 -1.11374 -0.05 -0.02 -0.04 0.10
H -2.80049 1.08756 -0.09047 0.01 -0.01 -0.06 0.10
H 3.96310 4.00875 3.87113 0.02 0.02 0.00 0.11
O 2.45406 -2.82042 0.75708 0.04 0.06 -0.09 -0.02
C 2.38490 -1.58463 0.66826 0.46 0.20 0.07 -0.64
O 1.31016 -0.94749 0.46039 -0.27 -0.42 -0.32 -0.29
C 3.66046 -0.74071 0.82733 -0.14 -0.26 0.00 -0.14
C 4.76002 -1.48161 1.26836 0.10 -0.03 0.07 -0.05
C 5.99334 -0.91674 1.52633 -0.02 -0.09 0.01 -0.11
C 6.14218 0.44925 1.32797 0.12 -0.04 0.04 -0.11
C 5.07599 1.19365 0.87755 0.18 0.22 0.05 -0.17
C 3.80961 0.65273 0.60986 -0.28 0.12 -0.05 -0.58
S 2.63848 1.88297 0.04355 0.04 -0.49 -0.04 0.52
H 4.59186 -2.54012 1.41525 0.02 -0.01 0.00 0.10
H 6.81661 -1.52498 1.88234 -0.01 0.00 0.00 0.09
H 7.08823 0.93908 1.52878 0.01 0.00 0.01 0.09
H 5.19707 2.25948 0.72643 -0.01 -0.02 0.00 0.08
C -2.89019 -3.87738 4.66560 0.03 -0.03 0.18 -0.12
C -3.08829 -4.10463 3.17719 -0.05 -0.10 -0.19 -0.31
C -3.11810 -2.79613 2.39174 0.03 -0.03 -0.07 -0.34
S -1.44546 -2.13698 2.14249 -0.07 0.46 -0.43 0.99
O -1.67256 -0.75505 1.53959 -0.30 -0.58 0.35 -0.67
C -0.84047 -3.17412 0.78054 -0.09 -0.19 0.07 -0.32
C -1.20089 -2.67486 -0.60919 0.15 0.07 0.05 -0.28
C -2.60524 -2.99815 -1.08585 -0.22 0.06 -0.21 -0.09
H -2.81993 -4.82048 5.20724 -0.01 -0.03 0.00 0.07
H -3.72162 -3.31049 5.08573 -0.04 0.02 0.01 0.07
H -1.97799 -3.31584 4.86421 0.05 0.03 -0.02 0.07
H -4.02626 -4.63552 2.99249 0.01 0.02 0.06 0.11
H -2.30200 -4.76280 2.79469 -0.01 0.04 -0.01 0.09
H -3.62499 -2.02461 2.97365 0.05 0.09 -0.02 0.09
H -3.62529 -2.87095 1.42937 0.15 -0.06 0.03 0.08
H -1.24066 -4.17356 0.97661 0.07 -0.04 -0.04 0.09
H 0.24861 -3.19307 0.88682 -0.03 0.08 0.11 0.06
H -0.45024 -3.10548 -1.27676 -0.05 -0.08 -0.04 0.11
H -1.03031 -1.59845 -0.64175 0.03 0.02 -0.01 0.09
H -2.88250 -4.03772 -0.89581 0.05 -0.06 0.03 0.08
H -2.69894 -2.83160 -2.16323 0.01 0.00 0.07 0.06
H -3.34961 -2.35984 -0.60691 0.01 0.02 0.01 0.07
C 1.98171 -0.74581 -5.18692 -0.07 0.06 -0.16 -0.11
C 2.62726 -0.95951 -3.83099 0.09 -0.05 0.10 -0.22
C 1.66732 -0.81903 -2.65663 -0.11 -0.13 0.11 -0.18
N 1.16744 0.53549 -2.51180 0.43 -0.01 0.13 0.00
C -0.02650 1.03075 -2.79857 -0.15 -0.02 0.19 -0.83
S -0.45728 2.59983 -2.49347 -0.01 0.15 -0.03 0.68
N -0.89280 0.10497 -3.40781 -0.24 -0.15 -0.23 0.11
C -2.26637 0.07763 -3.36735 -0.02 0.09 -0.12 -0.42
O -2.95865 0.79889 -2.68686 0.07 -0.03 0.09 0.05
C -2.92183 -0.95701 -4.25599 -0.04 0.03 0.09 -0.13
C -2.24759 -1.89277 -5.03177 -0.02 -0.02 -0.03 -0.03
C -2.95349 -2.81356 -5.79038 -0.04 -0.02 -0.02 -0.08
C -4.34091 -2.80451 -5.78363 0.13 -0.11 -0.09 -0.09
C -5.01835 -1.87283 -5.01582 -0.11 0.11 0.09 -0.08
C -4.31461 -0.95532 -4.25462 0.10 -0.08 -0.05 -0.02
H 2.71150 -0.80684 -5.99444 0.03 0.00 -0.01 0.07
H 1.50860 0.23628 -5.25368 -0.01 0.03 0.03 0.07
H 1.22091 -1.50302 -5.39510 -0.06 -0.07 0.02 0.06
H 3.43583 -0.23856 -3.69217 0.01 0.02 0.02 0.12
H 3.08595 -1.94996 -3.77504 -0.02 -0.02 -0.02 0.11
H 2.17851 -1.04630 -1.72379 0.03 -0.02 -0.05 0.10
H 0.83682 -1.53279 -2.70997 0.10 0.01 -0.06 0.11
H 1.76344 1.11635 -1.89579 -0.15 0.19 -0.01 0.00
H -0.44890 -0.65041 -3.90405 -0.02 0.08 0.05 0.08
H -1.16801 -1.93920 -5.06827 0.08 0.04 0.01 0.09
H -2.41197 -3.53674 -6.38524 -0.02 -0.03 -0.02 0.10
H -4.88951 -3.52407 -6.37601 -0.02 -0.03 -0.02 0.10
H -6.10083 -1.86028 -5.00628 0.00 -0.01 -0.01 0.10
H -4.81804 -0.22274 -3.64073 -0.02 0.01 0.01 0.12
```
Forces are in eV/Å.

total energy	-104231.366	eV
ΔE to the lowest compared entry with this formula, charge and spin	0.623	eV
net charge	-1
highest occupied orbital energy	-4.03	eV

=====

# 2
Density functional theory data (ωB97M-V/def2-TZVPD) for a cluster of 6 separate species, C18H24O18 in total in a non-equilibrium geometry.

Geometry as XYZ:
```
60
Properties=species:S:1:pos:R:3:forces:R:3:lowdin_charge:R:1
O 2.38739 -5.35521 -1.66151 1.69 0.92 0.57 0.17
C 1.31968 -5.51562 -2.12068 -0.37 -2.01 -0.02 -0.62
O 0.40901 -4.58886 -2.34348 -0.83 1.11 -0.09 0.08
C -0.72709 -5.18464 -2.94046 -0.64 -1.89 1.77 -0.09
C -0.57046 -6.66934 -2.64478 1.50 -0.78 0.44 -0.09
O 0.85808 -6.74655 -2.43587 -0.15 0.07 -0.04 0.06
H -1.65085 -4.89113 -2.49513 -0.42 1.03 0.12 0.13
H -0.69868 -5.11108 -3.96390 -0.03 0.97 -2.43 0.11
H -0.75747 -7.35524 -3.45816 -0.46 0.16 -0.34 0.13
H -1.02054 -7.07973 -1.73896 -0.32 0.43 -0.01 0.13
O 1.98723 4.93779 2.81402 -1.86 2.54 0.60 0.17
C 2.40627 3.88878 2.53786 1.93 -1.36 0.20 -0.62
O 2.86647 3.01361 3.47209 0.12 -0.49 -1.47 0.05
C 3.66696 2.03271 2.74412 1.80 -0.52 3.08 -0.11
C 3.23927 2.16351 1.31725 1.43 1.81 0.24 -0.10
O 2.65795 3.49698 1.27975 0.12 -0.88 -0.02 0.07
H 4.78148 2.26995 2.96741 -1.75 -0.09 -0.71 0.15
H 3.48243 1.06377 3.27729 0.00 0.75 -1.09 0.13
H 2.49183 1.48540 1.09308 -1.32 -1.35 -0.84 0.07
H 4.10828 2.16383 0.64689 -0.55 -0.23 -0.02 0.14
O -3.55518 0.41595 -5.40910 -0.86 -0.61 -1.40 0.18
C -2.99280 0.86686 -4.48588 0.89 0.75 1.02 -0.62
O -1.65012 0.84892 -4.33233 0.73 -0.38 0.17 0.05
C -1.28770 1.51754 -3.11334 -1.68 -0.13 0.64 -0.10
C -2.63159 1.42481 -2.32877 0.48 1.61 -1.05 -0.07
O -3.56185 1.50082 -3.44805 -0.18 -0.70 0.78 0.05
H -0.48929 1.06638 -2.56173 0.42 -0.63 -0.18 0.09
H -1.02089 2.52780 -3.34833 0.08 0.69 -0.13 0.12
H -2.87597 2.31830 -1.73106 0.39 -0.76 0.07 0.12
H -2.70295 0.48105 -1.78830 -0.29 0.11 -0.02 0.12
O -3.84702 1.83650 1.11543 -1.40 -1.15 -0.74 0.17
C -3.03418 2.66382 1.32938 0.17 -0.93 0.11 -0.66
O -2.55888 2.86649 2.54019 -0.31 0.42 1.64 0.04
C -1.86183 4.08849 2.56445 2.34 0.35 0.48 -0.08
C -1.40984 4.17190 1.07803 0.66 -0.19 -0.03 -0.06
O -2.40754 3.37438 0.42168 0.27 0.70 -0.61 0.06
H -2.51590 4.87862 2.97532 0.27 -0.15 -0.65 0.14
H -0.96171 3.99664 3.24902 -1.10 0.06 -0.80 0.15
H -0.40295 3.74506 0.81794 -0.90 0.20 0.73 0.14
H -1.46582 5.12581 0.60949 -0.01 0.95 0.03 0.12
O 1.89386 -0.48255 2.53403 -0.28 0.10 0.60 0.15
C 2.16225 -1.10766 1.56086 1.26 0.27 -0.30 -0.59
O 1.37912 -1.99591 0.96873 -0.12 0.04 -1.33 0.07
C 1.92346 -2.14842 -0.39583 0.10 -1.25 0.12 -0.05
C 3.40951 -2.01548 -0.10450 0.65 0.98 -0.47 -0.09
O 3.35877 -0.97872 0.90075 -0.50 0.19 0.36 0.03
H 1.65645 -3.15720 -0.74116 -0.03 0.60 0.03 0.11
H 1.53276 -1.34598 -1.05836 0.21 -0.48 0.55 0.15
H 4.06753 -1.69330 -0.94958 -0.88 0.00 0.61 0.15
H 3.93164 -2.83573 0.37908 -0.51 -0.63 -0.19 0.13
O 0.01610 1.23629 -0.29008 0.69 1.16 -0.14 0.14
C -0.60412 0.77383 0.61306 0.23 -1.06 0.20 -0.59
O -1.37866 -0.30952 0.35714 -0.21 -0.22 0.20 0.05
C -2.06489 -0.72402 1.51118 0.53 1.50 2.59 -0.10
C -1.28428 0.05880 2.66321 0.73 0.22 -1.84 -0.01
O -0.55300 1.12217 1.91271 -1.03 -0.92 -1.12 0.03
H -3.10432 -0.44112 1.49675 -0.30 0.28 -0.33 0.11
H -1.99899 -1.75722 1.78327 0.37 -0.82 -0.68 0.12
H -0.42405 -0.53307 3.00858 -0.83 0.05 0.68 0.12
H -1.92234 0.59970 3.34925 0.10 -0.40 0.41 0.12
```
Forces are in eV/Å.

SMILES	O=C1OCCO1.O=C1OCCO1.O=C1OCCO1.O=C1OCCO1.O=C1OCCO1.O=C1OCCO1
total energy	-55909.724	eV
ΔE to the lowest compared entry with this formula, charge and spin	0.753	eV
net charge	0
highest occupied orbital energy	-10.58	eV

=====

# 3
Density functional theory data (ωB97M-V/def2-TZVPD) for a cluster of 6 separate species, H11NO4 in total in a non-equilibrium geometry.

Geometry as XYZ:
```
16
Properties=species:S:1:pos:R:3:forces:R:3:lowdin_charge:R:1
N -2.62002 -0.00422 2.00564 -0.01 1.79 -0.35 -0.01
H -2.35674 0.98452 2.25201 -0.20 -1.35 0.09 0.03
H -2.97180 0.15050 1.05573 -0.06 -0.47 0.20 0.00
H -1.73073 -0.47840 1.89509 -0.03 0.08 0.04 -0.04
H 0.60583 0.40183 1.13885 0.41 -0.02 0.71 -0.04
H 0.89319 -0.86738 2.06205 0.27 0.31 -0.09 0.05
O 0.33123 -0.09258 1.94087 -0.20 -0.23 -0.70 -0.06
H 1.90429 2.01591 -0.17703 -0.08 -0.53 1.58 0.01
H 0.62405 -0.46190 -0.38720 1.02 2.65 0.81 0.44
O 1.44774 1.20104 -0.43288 -1.66 -2.60 -2.45 -0.29
H 2.20936 -0.15929 -1.29972 0.91 0.14 -0.84 -0.04
H 2.15589 -1.62176 -1.79287 0.35 -0.22 -0.23 0.02
O 2.61070 -0.78904 -1.97152 -1.20 0.24 1.02 -0.09
H -0.75090 0.47735 -1.60616 -0.22 0.11 -0.49 0.01
H -0.95756 -0.60368 -2.70548 0.15 0.13 -0.14 0.04
O -1.39453 -0.15289 -1.97737 0.55 -0.02 0.83 -0.04
```
Forces are in eV/Å.

total energy	-9852.560	eV
ΔE to the lowest compared entry with this formula, charge and spin	7.159	eV
net charge	0
highest occupied orbital energy	-9.87	eV

=====

# 4
Density functional theory data (ωB97M-V/def2-TZVPD) for a structure of composition C21H22F5IrN6O3S2Se in a non-equilibrium geometry.

Geometry as XYZ:
```
61
Properties=species:S:1:pos:R:3:forces:R:3:lowdin_charge:R:1
Ir 0.58000 0.24116 -0.67575 1.50 -1.95 3.79 1.20
N -0.97260 2.33836 3.11415 0.38 -0.26 -0.18 0.10
C -0.33790 1.61376 2.16075 0.13 0.36 -1.30 -0.82
S 0.02840 2.42476 0.66765 0.71 -0.78 -1.18 0.67
N -0.03010 0.38156 2.40975 -0.43 -0.66 1.64 -0.01
N 0.40920 -0.42104 1.46225 1.50 0.11 -1.87 -0.03
C 1.00180 -1.56964 1.81325 -1.06 2.33 0.07 -0.15
C 1.30930 -1.87344 3.21125 -0.30 -0.23 0.63 -0.17
C 1.87240 -0.90294 4.04555 0.20 -0.15 -0.22 -0.02
C 2.12820 -1.18324 5.37505 0.09 0.00 0.05 -0.07
C 1.81110 -2.42634 5.90115 -0.05 -0.06 -0.08 -0.08
C 1.24430 -3.39194 5.08395 0.06 -0.13 0.19 -0.08
C 0.99560 -3.12424 3.75215 0.02 0.30 -0.18 -0.04
C 1.32230 -2.45324 0.73755 0.58 -0.53 -1.35 -0.20
C 2.09220 -3.62604 0.86195 -0.47 0.77 0.26 0.01
C 2.36140 -4.38044 -0.25395 -0.22 0.04 -0.74 -0.03
C 1.85460 -3.97664 -1.49095 0.19 -0.22 0.56 -0.03
C 1.15090 -2.78944 -1.55565 0.09 -0.27 -0.38 -0.12
N 0.90980 -2.04104 -0.49005 0.08 1.07 -0.49 0.03
H -0.98160 3.33786 3.01775 -0.05 0.00 -0.01 0.09
H -1.01610 1.94696 4.03875 -0.05 -0.06 0.06 0.11
H 2.15020 0.05486 3.63265 -0.06 0.07 -0.01 0.11
H 2.58780 -0.43364 6.00565 -0.01 0.03 -0.02 0.11
H 2.00860 -2.65014 6.93965 0.01 0.02 0.06 0.10
H 0.99740 -4.36314 5.48735 -0.04 -0.06 0.04 0.10
H 0.53900 -3.88014 3.13045 -0.09 -0.05 -0.04 0.12
H 2.50270 -3.89164 1.82225 -0.04 -0.01 0.08 0.12
H 2.96980 -5.27044 -0.17865 0.02 -0.03 0.02 0.12
H 2.04460 -4.55074 -2.38255 -0.04 -0.01 -0.11 0.11
H 0.80050 -2.40154 -2.50145 -0.04 0.08 -0.02 0.11
C -3.99360 -0.07204 -3.21965 0.04 -0.55 -0.26 -0.04
N -3.89450 1.28366 -2.76085 -0.01 0.38 0.33 -0.13
C -3.75980 2.37266 -3.56955 0.03 0.98 -0.12 -0.07
C -3.54440 3.44736 -2.77025 -0.08 0.05 -0.95 -0.06
N -3.54130 3.00576 -1.47805 -0.21 -0.53 -0.23 -0.13
C -3.24890 3.79796 -0.31995 0.22 0.28 0.44 -0.06
C -3.72290 1.67156 -1.48285 -0.41 -0.44 0.95 -0.79
Se -3.74330 0.61266 0.00135 -0.21 -0.49 0.65 0.58
H -4.91640 -0.22034 -3.78355 0.01 0.04 0.06 0.10
H -3.98350 -0.73634 -2.35555 -0.03 0.14 -0.04 0.04
H -3.13120 -0.27974 -3.85755 -0.18 -0.06 0.07 0.08
H -3.79800 2.29846 -4.63615 -0.03 0.01 -0.16 0.13
H -3.41250 4.48296 -3.00755 0.02 0.16 -0.13 0.12
H -3.65070 4.80106 -0.45215 -0.05 0.01 -0.06 0.09
H -2.16800 3.84966 -0.16455 -0.13 0.00 0.00 0.04
H -3.69370 3.32966 0.55865 -0.01 0.00 -0.13 0.05
C 0.38850 2.71386 -3.15695 -0.22 -0.79 0.06 -0.11
S -0.48560 1.13996 -3.03115 -2.14 2.30 -1.16 0.41
O 0.52610 0.07766 -2.92725 1.27 -0.26 1.41 -0.40
O -1.33190 1.04776 -4.19575 0.85 -0.25 -0.05 -0.30
O -1.26450 1.18676 -1.77405 0.51 -0.62 -0.29 -0.52
H 1.04120 2.65286 -4.01755 0.13 0.00 -0.17 0.07
H 0.95760 2.89106 -2.25345 0.09 0.00 0.13 0.03
H -0.36490 3.47656 -3.30545 -0.18 0.07 0.01 0.06
F 2.87970 1.78676 -1.12145 -0.14 -0.38 -0.19 0.00
C 2.68080 0.52716 -0.59575 -1.31 0.76 0.85 -0.43
F 3.20990 0.62026 0.67665 -0.35 -0.29 -0.35 0.03
C 3.65730 -0.39424 -1.35735 0.77 -0.60 -0.44 -0.58
F 4.05000 -1.41214 -0.57645 -0.19 -0.06 0.25 0.15
F 4.77140 0.24696 -1.74275 -0.20 0.19 0.31 0.16
F 3.15360 -0.94434 -2.46525 -0.47 0.23 -0.06 0.14
```
Forces are in eV/Å.

total energy	-140659.678	eV
net charge	0
highest occupied orbital energy	-6.51	eV

=====

# 5
Density functional theory data (ωB97M-V/def2-TZVPD) for an isolated molecule of C3H8O8 in a non-equilibrium geometry.

Geometry as XYZ:
```
19
Properties=species:S:1:pos:R:3:forces:R:3:lowdin_charge:R:1
O 2.35148 0.65353 -0.01853 -0.97 1.57 0.07 0.10
C 1.32515 -0.25814 -0.03053 -1.32 0.22 -0.06 -0.60
O 1.43193 -0.94228 -1.23592 0.42 0.08 -1.60 0.05
O 1.31216 -1.24830 0.93235 -0.79 0.70 0.73 0.10
C -0.06441 0.62894 0.12331 1.25 -0.50 -3.47 -0.45
O -0.09231 1.15983 1.32551 0.36 1.26 3.27 0.12
O -0.11383 1.65677 -0.89992 2.04 0.46 1.72 0.04
C -1.27084 -0.31801 -0.00432 -1.38 0.74 -1.69 -0.66
O -1.40446 -1.08647 1.13541 1.20 -0.35 0.60 0.09
O -1.21086 -1.10523 -1.09841 0.51 -1.23 -1.27 0.10
O -2.46066 0.40591 -0.18762 -1.55 -1.11 -0.51 0.05
H 3.16358 0.36651 0.34649 1.07 -0.96 0.78 0.11
H 1.92401 -0.39555 -1.89916 -0.84 -0.50 0.95 0.15
H 0.40864 -1.21758 1.36167 1.36 -0.31 -0.14 0.11
H -0.21099 2.11074 1.30363 -0.15 0.09 -0.10 0.14
H 0.65285 2.30263 -0.62336 -1.91 -1.91 -1.01 0.16
H -2.31668 -0.97579 1.34098 -1.08 -0.08 0.85 0.11
H -0.32512 -1.49519 -1.19128 -0.09 0.06 -0.23 0.10
H -3.09964 -0.24232 -0.68029 1.87 1.77 1.10 0.18
```
Forces are in eV/Å.

SMILES	OC(O)(O)C(O)(O)C(O)(O)O
total energy	-19620.000	eV
ΔE to the lowest compared entry with this formula, charge and spin	0.155	eV
net charge	0
highest occupied orbital energy	-9.96	eV